Formula: C4H9N2
Source: the OMol25 dataset
Level of theory: ωB97M-V with the def2-TZVPD basis set

Summary:
**Charge**: +1
**F_max**: 1.6 eV Å⁻¹
**E_LUMO**: -0.21633 Eh
**Frontier orbital gap**: 6.888 eV

```
15
Properties=species:S:1:pos:R:3:nbo_charge:R:1
C 0.508 1.765 0.408 -0.0481
C 0.532 1.763 -0.920 -0.4698
C 1.849 0.023 1.162 -0.0448
N 1.538 1.242 1.212 -0.3814
H -0.263 2.245 0.993 0.2125
H 1.379 1.303 -1.410 0.2102
H -0.227 2.277 -1.494 0.2198
H 2.413 -0.409 1.983 0.1966
H 1.629 -0.587 0.273 0.1241
C -1.457 -1.231 0.137 0.1683
N -1.563 -1.970 -0.896 -0.5744
H -1.620 -0.164 0.041 0.2523
H -1.286 -1.725 1.085 0.2377
H -1.598 -2.980 -0.795 0.4487
H -1.835 -1.552 -1.781 0.4482
```

***

Formula: C4H9N2
Source: the OMol25 dataset
Level of theory: ωB97M-V with the def2-TZVPD basis set

Summary:
**Charge**: +1
**F_max**: 4.4 eV Å⁻¹
**E_LUMO**: -0.13645 Eh
**Frontier orbital gap**: 11.159 eV

```
15
Properties=species:S:1:pos:R:3:nbo_charge:R:1
C -0.766 -0.342 3.131 -0.2573
C 0.013 -1.275 3.085 -0.2497
C 0.384 0.883 -1.936 -0.7146
C 0.094 0.115 -0.735 0.5754
N -0.561 -1.035 -0.672 -0.7167
N 0.499 0.615 0.397 -0.7098
H -1.821 -0.025 3.063 0.2661
H 1.554 0.844 -2.190 0.2945
H 0.326 1.898 -1.770 0.2578
H -0.085 0.624 -2.907 0.2777
H -0.433 -1.419 0.235 0.4165
H -1.316 -1.227 -1.269 0.4371
H 0.509 0.217 1.283 0.4378
H 1.061 -1.618 3.021 0.2583
H 0.928 1.573 0.386 0.4268
```

***

Formula: C4H9N2
Source: the OMol25 dataset
Level of theory: ωB97M-V with the def2-TZVPD basis set

Summary:
**Charge**: +1
**F_max**: 5.5 eV Å⁻¹
**E_LUMO**: -0.14444 Eh
**Frontier orbital gap**: 8.120 eV

```
15
Properties=species:S:1:pos:R:3:nbo_charge:R:1
C -1.799 0.872 -0.197 -0.2361
C 1.128 0.259 -0.163 0.1889
C -0.932 -0.282 -0.605 -0.0321
C 2.545 0.065 0.115 -0.7226
N 0.211 -0.598 0.018 -0.4449
N -2.164 -0.521 0.246 -0.5737
H -1.474 1.594 0.443 0.2204
H -2.459 1.267 -1.068 0.2559
H 0.733 1.193 -0.536 0.2164
H 2.799 -0.545 1.064 0.2682
H 3.308 0.906 -0.040 0.2885
H 2.794 -0.791 -0.657 0.2648
H 0.435 -1.588 0.256 0.4482
H -2.096 -0.690 1.208 0.4072
H -3.029 -1.141 -0.084 0.4509
```

***

Formula: C4H9N2
Source: the OMol25 dataset
Level of theory: ωB97M-V with the def2-TZVPD basis set

Summary:
**Charge**: +1
**F_max**: 1.3 eV Å⁻¹
**E_LUMO**: -0.10457 Eh
**Frontier orbital gap**: 13.415 eV

```
15
Properties=species:S:1:pos:R:3:nbo_charge:R:1
C -2.073 -0.222 -0.017 0.4893
C 2.417 -0.353 0.668 -0.2251
C 2.328 -0.112 -0.782 -0.2256
C -3.406 0.250 0.015 -0.7538
N 1.243 0.300 0.101 -0.5396
N -1.025 -0.680 -0.040 -0.4382
H 2.257 -1.350 1.056 0.2434
H 3.079 0.256 1.270 0.2424
H 2.923 0.671 -1.231 0.2423
H 2.097 -0.940 -1.441 0.2431
H -4.030 -0.359 -0.640 0.2920
H -3.792 0.187 1.035 0.2880
H -3.441 1.287 -0.322 0.2826
H 0.286 -0.233 0.051 0.4342
H 1.136 1.297 0.276 0.4250
```

***

Formula: C4H9N2
Source: the OMol25 dataset
Level of theory: ωB97M-V with the def2-TZVPD basis set

Summary:
**Charge**: +1
**F_max**: 4.0 eV Å⁻¹
**SMILES string**: NC/C=C\C=[NH2+]
**E_LUMO**: -0.19164 Eh
**Frontier orbital gap**: 8.972 eV

```
15
Properties=species:S:1:pos:R:3:nbo_charge:R:1
N -1.642 1.201 0.261 -0.7904
C -1.807 -0.231 0.015 -0.3077
C -0.603 -1.108 0.170 0.0880
C 0.773 -0.901 0.014 -0.3760
C 1.392 0.364 0.014 0.2471
N 2.665 0.490 0.037 -0.6279
H -0.924 1.522 -0.502 0.3334
H -2.667 1.521 -0.053 0.3975
H -2.111 -0.525 -0.914 0.2309
H -2.601 -0.652 0.653 0.2447
H -0.831 -2.145 0.158 0.2269
H 1.460 -1.764 0.025 0.2317
H 0.642 1.146 -0.084 0.2273
H 3.109 -0.351 0.175 0.4174
H 3.144 1.434 0.033 0.4571
```

***

Formula: C4H9N2
Source: the OMol25 dataset
Level of theory: ωB97M-V with the def2-TZVPD basis set

Summary:
**Charge**: +1
**F_max**: 4.1 eV Å⁻¹
**E_LUMO**: -0.13664 Eh
**Frontier orbital gap**: 9.410 eV

```
15
Properties=species:S:1:pos:R:3:nbo_charge:R:1
C 1.598 -0.203 0.306 0.4152
C -1.647 -0.002 -0.742 -0.4576
C -2.710 0.018 0.426 -0.1161
C -1.605 0.648 0.579 -0.2543
N 1.595 0.571 -0.763 -0.6778
N 1.936 -1.423 0.555 -0.6892
H 1.251 0.429 1.116 0.2236
H -1.048 -0.803 -0.983 0.1641
H -1.834 0.619 -1.660 0.1849
H -3.721 -0.301 0.482 0.2575
H 1.850 0.140 -1.587 0.4010
H -1.215 1.467 1.245 0.2238
H 1.116 1.423 -0.870 0.4464
H 2.004 -1.816 1.518 0.4600
H 2.314 -1.986 -0.140 0.4185
```

***

Formula: C4H9N2
Source: the OMol25 dataset
Level of theory: ωB97M-V with the def2-TZVPD basis set

Summary:
**Charge**: +1
**⟨S²⟩**: 2.0152
**Spin multiplicity**: 3
**F_max**: 5.0 eV Å⁻¹
**E_LUMO (spin up / spin down)**: -0.17473 / -0.28647 Eh
**Frontier orbital gap (spin up / spin down)**: 7.698 / 8.602 eV

```
15
Properties=species:S:1:pos:R:3:nbo_charge:R:1
C -0.256 0.514 -0.393 0.4916
C 0.034 0.252 -1.835 -0.6857
C -1.403 1.402 0.012 -0.7137
C 1.437 -1.509 2.029 -0.5034
N 0.382 -0.271 0.376 -0.1473
N 1.229 -0.389 1.213 0.1227
H 0.614 -0.545 -2.023 0.2483
H 0.508 1.156 -2.321 0.2914
H -0.884 0.241 -2.451 0.2687
H -1.904 1.220 1.058 0.2741
H -2.210 1.339 -0.761 0.2795
H -1.171 2.376 -0.142 0.2729
H 1.150 -1.280 3.100 0.2564
H 2.599 -1.387 2.168 0.2699
H 0.913 -2.450 1.604 0.2747
```

***

Formula: C4H9N2
Source: the OMol25 dataset
Level of theory: ωB97M-V with the def2-TZVPD basis set

Summary:
**Charge**: +1
**⟨S²⟩**: 2.0058
**Spin multiplicity**: 3
**F_max**: 13.2 eV Å⁻¹
**E_LUMO (spin up / spin down)**: -0.11771 / -0.27351 Eh
**Frontier orbital gap (spin up / spin down)**: 7.055 / 7.680 eV

```
15
Properties=species:S:1:pos:R:3:nbo_charge:R:1
C 1.294 1.756 0.548 -0.3064
C 0.615 1.351 -0.475 -0.0492
C -0.673 -1.661 0.226 -0.0448
C 0.230 -0.086 -0.781 0.0444
N 0.714 -1.138 0.099 -0.5900
N -1.290 -0.401 -0.245 -0.5544
H 1.609 2.693 0.813 0.2081
H 1.714 1.023 1.245 0.1970
H 0.297 1.980 -1.331 0.2031
H -0.704 -2.468 -0.469 0.2079
H -1.023 -2.062 1.091 0.2190
H 0.243 -0.154 -1.841 0.2261
H 1.154 -1.781 -0.501 0.3822
H -2.096 -0.270 -0.705 0.4294
H -1.273 0.273 0.602 0.4275
```

***

Relative energy (zero: lowest compared OMol25 entry of this formula, charge and spin) / kcal/mol: 82.86, 70.69, 119.19, 39.20, 58.78, 88.45, 46.58, 81.01
Calculated total energy / Ha: -266.96724, -266.98663, -266.90934, -267.03682, -267.00561, -266.95833, -266.85300, -266.79813